90
Properties=species:S:1:pos:R:3:mulliken_spin:R:1 method="wB97M-V/def2-TZVPD" s2=2.040 lumo_energy_ev="-0.09 / -0.27" multiplicity=3
Pt 0.36 -0.15 0.99 0.277
C -0.22 2.38 3.20 -0.016
C 1.20 1.87 3.47 0.054
C 2.07 2.07 2.24 0.107
C 1.22 0.38 3.88 -0.021
C 0.73 0.13 5.32 0.005
O -0.17 -0.96 5.21 0.003
C -0.35 -1.21 3.88 0.022
N 0.35 -0.47 3.09 0.041
C -1.19 -2.34 3.56 -0.008
C -1.76 -3.02 4.66 0.003
C -2.48 -4.17 4.50 0.000
C -2.65 -4.72 3.23 0.002
C -2.11 -4.07 2.14 0.010
C -1.41 -2.87 2.27 -0.021
P -0.82 -2.15 0.71 0.168
C 0.03 -3.60 0.01 -0.032
C -0.48 -4.44 -0.97 0.016
C 0.25 -5.54 -1.39 -0.006
C 1.50 -5.80 -0.84 0.012
C 2.01 -4.96 0.14 -0.005
C 1.28 -3.87 0.57 0.029
C -2.33 -1.98 -0.28 0.023
C -3.59 -1.89 0.30 0.020
C -4.71 -1.74 -0.49 -0.008
C -4.59 -1.65 -1.87 0.011
C -3.33 -1.69 -2.45 -0.006
C -2.21 -1.85 -1.67 0.018
H -0.20 3.44 2.98 -0.001
H -0.88 2.22 4.06 0.000
H -0.65 1.86 2.33 0.017
H 1.62 2.43 4.32 0.004
H 1.66 1.43 1.43 0.056
H 3.10 1.77 2.44 -0.001
H 2.07 3.10 1.90 0.002
H 2.24 0.01 3.74 0.000
H 0.18 0.99 5.74 0.001
H 1.54 -0.16 6.00 0.000
H -1.60 -2.60 5.64 0.001
H -2.91 -4.66 5.37 0.000
H -3.20 -5.64 3.10 0.000
H -2.26 -4.48 1.15 0.006
H -1.45 -4.25 -1.40 0.002
H -0.15 -6.20 -2.14 -0.001
H 2.07 -6.65 -1.18 0.001
H 2.98 -5.17 0.57 0.000
H 1.66 -3.21 1.34 0.014
H -3.70 -1.96 1.38 0.003
H -5.69 -1.69 -0.03 0.000
H -5.48 -1.56 -2.49 0.001
H -3.23 -1.61 -3.53 0.000
H -1.23 -1.88 -2.12 0.003
N 1.14 -0.96 -2.60 0.018
N 2.49 -0.62 -2.64 -0.004
C 3.28 -0.53 -1.56 -0.005
N 4.57 -0.18 -1.72 0.001
N 2.72 -0.79 -0.38 0.003
N 3.43 -0.96 0.72 0.007
O 4.67 -0.98 0.72 0.003
O 2.77 -1.13 1.74 -0.004
H 0.58 -0.10 -2.66 -0.004
H 0.95 -1.35 -1.67 -0.002
H 2.86 -0.44 -3.56 0.000
H 4.95 -0.01 -2.63 0.000
H 5.17 -0.31 -0.91 0.000
C 0.06 0.98 -0.61 0.679
C -0.06 1.95 -1.35 -0.126
C -0.07 3.09 -2.15 0.100
C -0.95 3.18 -3.28 0.006
C -1.65 2.05 -3.74 0.104
C -2.54 2.14 -4.78 -0.079
C -2.77 3.36 -5.40 0.139
C -2.10 4.49 -4.96 -0.071
C -1.20 4.41 -3.92 0.130
C 0.81 4.16 -1.72 0.107
C 1.57 4.91 -2.62 0.071
C 2.39 5.93 -2.17 -0.037
C 2.46 6.23 -0.82 0.065
C 1.73 5.48 0.09 -0.038
C 0.92 4.46 -0.35 0.045
H -1.48 1.10 -3.24 0.046
H -3.06 1.26 -5.11 -0.002
H -3.48 3.43 -6.22 0.011
H -2.29 5.44 -5.43 -0.003
H -0.72 5.31 -3.57 0.011
H 1.54 4.66 -3.67 0.003
H 2.98 6.49 -2.88 -0.001
H 3.09 7.04 -0.48 0.005
H 1.79 5.71 1.14 0.000
H 0.33 3.88 0.34 0.018


96
Properties=species:S:1:pos:R:3:mulliken_charge:R:1 method="wB97M-V/def2-TZVPD" de_lowest_kj_mol=9.03 charge=+2 lumo_energy_ev=-5.05
Tl -0.07 0.49 -0.08 2.673
C -4.54 0.50 -1.01 -1.796
C -3.08 0.78 -0.87 0.566
N -2.32 0.17 -0.04 0.857
N -2.78 -0.76 0.82 -1.656
C -1.79 -1.46 1.37 0.332
O -0.54 -1.33 1.13 -0.679
C -2.19 -2.48 2.36 0.395
C -1.22 -3.04 3.20 -0.436
C -1.58 -3.99 4.14 -0.764
C -2.90 -4.39 4.25 -0.405
C -3.87 -3.85 3.42 -0.762
C -3.52 -2.89 2.48 -0.236
C -2.42 1.80 -1.73 0.882
C -3.15 2.50 -2.69 -0.844
C -2.52 3.47 -3.46 -0.579
C -1.17 3.72 -3.26 -1.051
C -0.51 2.99 -2.30 -0.203
N -1.11 2.05 -1.56 0.011
H -4.84 -0.23 -0.27 0.388
H -4.76 0.11 -2.00 0.377
H -5.12 1.41 -0.87 0.364
H -0.20 -2.71 3.10 0.467
H -0.83 -4.40 4.80 0.427
H -3.18 -5.13 4.99 0.405
H -4.90 -4.17 3.50 0.419
H -4.27 -2.46 1.82 0.463
H -4.20 2.29 -2.82 0.552
H -3.08 4.02 -4.20 0.465
H -0.65 4.47 -3.83 0.456
H 0.54 3.16 -2.10 0.553
C 4.34 5.12 12.47 -0.842
O 3.17 5.48 11.74 -0.452
C 2.97 4.93 10.54 0.907
C 3.83 4.02 9.92 -0.713
C 3.51 3.52 8.67 -0.699
C 2.35 3.90 8.02 0.343
C 1.49 4.82 8.64 -0.541
C 1.80 5.32 9.88 -0.594
C 1.99 3.39 6.70 0.335
N 0.94 3.77 6.00 -0.833
C 0.98 3.03 4.86 0.943
C 2.08 2.19 4.85 -0.001
N 2.71 2.43 6.04 -0.088
C 2.36 1.31 3.77 0.285
C 3.44 0.41 3.72 -0.589
C 3.60 -0.40 2.63 -1.349
C 2.67 -0.31 1.59 0.071
N 1.66 0.53 1.60 -0.053
C 1.47 1.33 2.67 0.037
C 0.31 2.21 2.67 0.148
N -0.52 2.17 1.61 -0.040
C -1.59 2.94 1.60 0.092
C -1.90 3.82 2.64 -1.368
C -1.07 3.87 3.73 -0.484
C 0.06 3.06 3.76 0.041
H 4.30 5.67 13.40 0.245
H 5.24 5.40 11.92 0.348
H 4.35 4.05 12.68 0.346
H 4.74 3.71 10.41 0.419
H 4.21 2.82 8.22 0.214
H 0.59 5.12 8.13 0.482
H 1.14 6.03 10.37 0.441
H 3.54 1.98 6.39 0.181
H 4.15 0.37 4.54 0.467
H 4.41 -1.11 2.57 0.501
H 2.75 -0.97 0.73 0.284
H -2.23 2.87 0.73 0.405
H -2.79 4.43 2.57 0.482
H -1.27 4.53 4.57 0.632
N 1.82 0.05 -1.51 -0.428
C 1.79 -1.36 -1.97 0.425
C 2.72 -1.52 -3.18 -0.927
C 2.88 -2.88 -3.86 -1.199
C 3.26 -4.07 -2.98 -0.844
N 2.07 -4.51 -2.26 -0.097
C 2.02 -5.31 -1.22 0.751
N 3.11 -5.99 -0.81 -0.400
N 0.88 -5.42 -0.54 -0.340
C 0.30 -1.75 -2.22 0.304
O 0.06 -2.89 -2.65 -0.922
O -0.55 -0.87 -1.94 -0.511
H 1.58 0.65 -2.30 0.326
H 2.75 0.32 -1.20 0.326
H 2.14 -1.98 -1.14 0.149
H 3.71 -1.18 -2.87 0.399
H 2.39 -0.81 -3.95 0.407
H 3.67 -2.77 -4.61 0.480
H 1.97 -3.14 -4.41 0.358
H 4.05 -3.81 -2.27 0.457
H 3.62 -4.88 -3.61 0.576
H 1.20 -3.96 -2.47 0.241
H 3.89 -6.08 -1.44 0.221
H 3.02 -6.69 -0.10 0.227
H 0.08 -4.87 -0.81 0.183
H 0.76 -6.10 0.19 0.190


91
Properties=species:S:1:pos:R:3:mulliken_charge:R:1 method="wB97M-V/def2-TZVPD" de_lowest_kj_mol=0.00 charge=-1 lumo_energy_ev=1.97
Zn 0.80 -1.38 0.55 1.195
C 2.57 -4.24 -1.84 -1.097
Si 3.11 -3.51 -0.19 0.043
C 4.14 -1.97 -0.46 -0.408
C 4.28 -4.72 0.67 -1.248
N 1.77 -3.09 0.81 0.423
C 1.00 -4.06 1.43 0.392
C 1.03 -5.42 1.10 -0.367
C 0.24 -6.37 1.73 -1.076
C -0.67 -5.99 2.70 -0.843
C -0.76 -4.64 3.04 -0.383
C 0.07 -3.71 2.44 0.620
O -0.01 -2.35 2.69 0.055
C -0.75 -1.90 3.77 -1.122
C -0.30 -2.11 5.06 -0.001
C -1.04 -1.61 6.12 -0.651
C -2.21 -0.90 5.89 -0.645
C -2.65 -0.70 4.58 -0.189
C -1.92 -1.21 3.51 0.363
H 2.90 -3.61 -2.67 0.388
H 1.48 -4.27 -1.88 0.268
H 2.94 -5.26 -2.01 0.383
H 4.71 -2.03 -1.40 0.356
H 4.85 -1.82 0.36 0.267
H 3.52 -1.08 -0.53 -0.386
H 5.15 -4.90 0.04 0.348
H 3.82 -5.69 0.88 0.351
H 4.62 -4.30 1.62 0.278
H 1.70 -5.74 0.30 0.367
H 0.32 -7.41 1.44 0.377
H -1.31 -6.71 3.19 0.362
H -1.49 -4.31 3.76 0.471
H 0.61 -2.67 5.23 0.468
H -0.70 -1.77 7.14 0.372
H -2.78 -0.50 6.72 0.394
H -3.56 -0.16 4.39 0.389
H -2.24 -1.11 2.48 0.328
S 0.67 0.91 2.27 -0.348
C 0.80 2.18 1.20 0.467
N -0.04 3.22 1.22 0.435
C 0.05 4.21 0.15 -0.791
C 0.32 3.48 -1.15 -0.693
N 1.62 2.83 -1.00 0.498
C 2.62 2.79 -2.08 -0.811
C 2.13 3.30 -3.41 -0.235
C 2.79 4.36 -4.03 -0.607
C 2.37 4.81 -5.28 -0.595
C 1.29 4.22 -5.91 -0.424
C 0.63 3.16 -5.29 -0.740
C 1.06 2.70 -4.06 0.470
C 1.92 2.24 0.17 -0.554
S 3.42 1.67 0.54 -0.155
C -0.99 3.45 2.30 -1.988
C -2.44 3.26 1.92 0.649
C -3.17 4.26 1.27 -0.328
C -4.49 4.04 0.90 -0.786
C -5.10 2.83 1.19 -0.683
C -4.39 1.85 1.87 -0.133
C -3.07 2.06 2.22 0.169
H 0.87 4.92 0.34 0.293
H -0.88 4.75 0.09 0.308
H 0.36 4.19 -1.97 0.729
H -0.47 2.75 -1.35 0.058
H 2.92 1.75 -2.19 0.375
H 3.50 3.34 -1.74 0.579
H 3.64 4.82 -3.54 0.380
H 2.90 5.63 -5.76 0.368
H 0.95 4.59 -6.87 0.374
H -0.21 2.68 -5.78 0.460
H 0.57 1.85 -3.60 0.341
H -0.83 4.47 2.66 0.449
H -0.73 2.76 3.08 0.704
H -2.72 5.23 1.07 0.450
H -5.04 4.82 0.38 0.391
H -6.12 2.65 0.89 0.368
H -4.85 0.89 2.08 0.334
H -2.50 1.28 2.72 -0.012
O -3.01 -0.08 0.03 -0.676
C -1.95 -0.57 -0.37 0.198
O -1.11 -1.14 0.40 -0.111
C -1.67 -0.53 -1.87 0.101
C -2.80 -0.39 -2.68 -0.689
C -2.74 -0.42 -4.06 -0.734
C -1.50 -0.62 -4.66 -0.524
C -0.37 -0.73 -3.89 -1.155
C -0.41 -0.67 -2.48 0.584
S 1.18 -0.69 -1.70 -0.288
H -3.75 -0.25 -2.17 0.448
H -3.64 -0.31 -4.65 0.377
H -1.43 -0.68 -5.74 0.420
H 0.60 -0.87 -4.36 0.441


95
Properties=species:S:1:pos:R:3:mulliken_spin:R:1 method="wB97M-V/def2-TZVPD" de_lowest_kj_mol=0.00 s2=2.030 lumo_energy_ev="0.24 / -0.37" multiplicity=3
Ti -0.72 -0.94 -0.99 0.899
N 1.70 -0.99 1.69 0.025
P 0.55 -2.01 1.03 0.066
C -0.49 -2.55 2.44 -0.014
C -0.18 -2.14 3.73 -0.008
C -0.99 -2.51 4.80 0.001
C -2.10 -3.30 4.58 -0.001
C -2.41 -3.72 3.30 0.002
C -1.62 -3.35 2.23 0.012
C 1.51 -3.51 0.62 -0.021
C 2.90 -3.56 0.75 0.007
C 3.59 -4.70 0.37 0.002
C 2.91 -5.79 -0.16 0.001
C 1.53 -5.73 -0.32 0.001
C 0.83 -4.59 0.07 0.022
P 1.50 0.72 1.72 0.002
C 1.70 1.03 3.53 -0.005
C 0.65 1.58 4.24 0.002
C 0.73 1.75 5.62 0.000
C 1.88 1.37 6.29 0.000
C 2.95 0.83 5.58 0.000
C 2.86 0.66 4.21 0.000
C 3.13 1.31 1.15 -0.019
C 4.08 0.49 0.56 -0.009
C 5.30 1.02 0.15 -0.004
C 5.57 2.36 0.32 0.004
C 4.62 3.19 0.89 0.001
C 3.41 2.67 1.30 0.011
H 2.39 -1.39 2.31 -0.003
H 0.68 -1.51 3.92 -0.001
H -0.73 -2.18 5.80 0.000
H -2.73 -3.59 5.42 0.000
H -3.28 -4.34 3.12 0.000
H -1.90 -3.64 1.23 -0.003
H 3.45 -2.71 1.13 0.000
H 4.67 -4.73 0.48 -0.001
H 3.45 -6.67 -0.47 0.000
H 1.00 -6.56 -0.75 0.000
H -0.23 -4.55 -0.11 0.000
H -0.26 1.88 3.72 0.000
H -0.10 2.19 6.16 0.000
H 1.95 1.50 7.36 0.000
H 3.85 0.54 6.11 0.000
H 3.71 0.26 3.66 0.000
H 3.86 -0.56 0.38 0.014
H 6.03 0.37 -0.32 0.001
H 6.52 2.77 0.00 0.000
H 4.81 4.25 1.01 0.000
H 2.66 3.32 1.75 0.006
C -2.55 0.27 2.45 0.008
As -2.12 0.74 0.61 -0.004
C -1.68 2.63 0.82 0.030
C -3.88 0.84 -0.22 0.026
C -5.03 0.94 0.55 -0.002
C -6.28 0.96 -0.05 0.000
C -6.39 0.89 -1.43 0.000
C -5.24 0.80 -2.21 -0.002
C -3.99 0.77 -1.62 -0.010
As -2.34 0.65 -2.67 0.031
C -2.19 2.51 -3.24 0.027
C -2.86 -0.12 -4.37 0.006
H -1.61 0.13 2.99 0.000
H -3.09 -0.67 2.45 0.002
H -3.14 1.05 2.93 0.000
H -2.50 3.14 1.33 0.000
H -1.53 3.08 -0.16 -0.005
H -0.76 2.71 1.39 -0.007
H -4.97 0.98 1.63 0.000
H -7.17 1.03 0.57 0.000
H -7.36 0.90 -1.90 0.000
H -5.34 0.73 -3.28 0.000
H -3.09 2.78 -3.80 0.003
H -1.31 2.62 -3.87 -0.015
H -2.10 3.17 -2.38 -0.001
H -3.85 0.21 -4.68 0.000
H -2.84 -1.20 -4.28 -0.001
H -2.13 0.22 -5.10 -0.001
Se 0.99 1.99 -1.74 0.216
N 0.88 0.16 -1.56 0.066
C 2.05 -0.34 -2.09 0.098
C 2.37 -1.70 -2.19 -0.010
C 3.59 -2.07 -2.72 0.141
C 4.50 -1.11 -3.18 -0.056
C 4.20 0.23 -3.13 0.106
C 2.96 0.65 -2.58 -0.011
N 2.61 1.94 -2.47 0.381
H 1.65 -2.45 -1.88 -0.008
H 3.83 -3.12 -2.79 0.011
H 5.44 -1.43 -3.60 0.001
H 4.88 0.99 -3.48 -0.002
O -2.15 -4.27 -1.32 -0.001
S -2.33 -2.92 -1.76 -0.007
O -2.37 -1.98 -0.52 -0.011
O -1.04 -2.34 -2.38 0.006
O -3.46 -2.66 -2.61 -0.002


95
Properties=species:S:1:pos:R:3:mulliken_charge:R:1 method="wB97M-V/def2-TZVPD" de_lowest_kj_mol=65.72 lumo_energy_ev=0.10
Lu -1.45 -0.03 0.07 1.571
C 4.56 1.59 -1.35 -1.797
C 4.26 0.14 -0.95 1.485
C 5.54 -0.68 -0.88 -1.793
O 3.37 -0.58 -1.83 -0.472
C 2.07 -0.60 -1.30 0.334
C 2.14 0.05 0.14 -0.452
O 3.57 0.16 0.27 -0.499
C 1.49 -0.80 1.31 2.531
O 0.13 -0.76 1.17 -0.675
C 1.78 -0.39 2.75 -0.378
C 2.85 0.44 3.17 0.061
C 3.02 0.73 4.51 -0.777
C 2.13 0.23 5.46 -0.748
C 1.08 -0.57 5.03 -0.543
C 0.90 -0.86 3.70 -0.465
C 1.98 -2.21 1.16 -0.193
C 1.15 -3.23 0.71 -0.081
C 1.66 -4.50 0.42 -0.722
C 3.04 -4.74 0.56 -0.650
C 3.88 -3.71 0.95 -0.611
C 3.34 -2.48 1.32 -0.682
C 0.99 0.07 -2.18 3.284
O -0.12 0.44 -1.41 -0.819
C 1.59 1.30 -2.89 -0.201
C 2.37 1.08 -4.04 -0.126
C 2.92 2.17 -4.67 -0.913
C 2.64 3.46 -4.20 -0.600
C 1.86 3.63 -3.08 -0.575
C 1.32 2.56 -2.42 -0.317
C 0.35 -0.87 -3.22 -0.511
C 0.39 -2.27 -3.17 -0.220
C -0.34 -3.08 -4.02 -0.810
C -1.13 -2.46 -4.99 -0.535
C -1.16 -1.07 -5.11 -0.919
C -0.34 -0.27 -4.29 -0.194
H 4.89 1.69 -2.37 0.381
H 5.35 1.94 -0.70 0.494
H 3.69 2.24 -1.23 0.242
H 6.07 -0.60 -1.82 0.468
H 5.32 -1.71 -0.64 0.368
H 6.21 -0.26 -0.14 0.334
H 1.79 -1.65 -1.12 -0.948
H 1.77 1.09 0.20 0.824
H 3.61 0.71 2.42 0.231
H 3.90 1.30 4.81 0.444
H 2.33 0.52 6.51 0.357
H 0.33 -0.95 5.74 0.364
H 0.04 -1.46 3.47 0.368
H 0.09 -3.03 0.57 0.201
H 0.99 -5.26 0.04 0.479
H 3.48 -5.71 0.23 0.307
H 4.98 -3.88 0.97 0.384
H 3.95 -1.69 1.70 0.556
H 2.56 0.11 -4.45 0.473
H 3.64 2.00 -5.47 0.387
H 3.12 4.31 -4.67 0.348
H 1.69 4.66 -2.72 0.349
H 0.64 2.64 -1.56 0.212
H 0.93 -2.75 -2.36 0.269
H -0.23 -4.17 -3.90 0.418
H -1.82 -3.04 -5.63 0.335
H -1.73 -0.57 -5.86 0.476
H -0.31 0.81 -4.48 0.344
F -7.95 -2.26 -1.85 -0.292
C -7.61 -1.47 -0.80 0.324
C -6.53 -1.70 -0.06 -0.027
N -6.18 -0.86 0.97 0.224
C -5.03 -1.09 1.80 -1.636
C -3.67 -0.92 1.08 1.571
O -3.48 -1.23 -0.11 -0.880
O -2.77 -0.44 1.83 -0.833
C -6.66 0.45 1.00 0.371
O -6.09 1.31 1.62 -0.562
N -7.81 0.64 0.29 -0.049
C -8.44 -0.27 -0.57 0.261
O -9.56 -0.06 -1.03 -0.598
H -5.79 -2.52 -0.22 0.341
H -5.05 -2.09 2.23 0.367
H -5.03 -0.42 2.63 0.426
H -8.25 1.54 0.34 0.230
C -3.22 2.17 3.27 -0.855
As -1.88 2.78 2.08 0.832
C -0.20 2.35 2.97 -0.730
C -2.02 4.69 2.00 -1.178
O -1.80 2.07 0.56 -0.611
H -2.96 2.54 4.25 0.500
H -3.14 1.04 3.22 0.002
H -4.18 2.56 2.96 0.418
H -0.07 2.93 3.89 0.579
H 0.57 2.72 2.28 0.297
H -0.15 1.28 3.18 -0.094
H -1.99 5.04 3.04 0.385
H -2.96 4.94 1.55 0.410
H -1.20 5.09 1.41 0.358


| no. | energy (Ha) |
| --- | --- |
| 1 | -2562.384648 |
| 2 | -2623.703641 |
| 3 | -5201.862492 |
| 4 | -10817.555414 |
| 5 | -5906.892717 |